{
  "formula": "C3H5O2SSi",
  "method": "ωB97M-V/def2-TZVPD",
  "s2": 2.009,
  "total_energy_ha": -955.31094,
  "orbital_gap_ev": [3.0980, 6.7008],
  "spin_multiplicity": 3,
  "relative_energy_kj_mol": 19.8,
  "total_charge": -1,
  "homo_energy_ev": [0.396, -4.745],
  "fmax_ev_per_a": 3.3,
  "e_lumo_ev": [3.49, 1.96],
  "symbols": ["H", "H", "H", "C", "O", "C", "O", "C", "H", "H", "Si", "S"],
  "coordinates": [[0.71951, -3.15418, -0.46305], [1.54177, 1.95436, -0.39698], [-0.48952, 2.99168, 0.72978], [-0.17086, -3.10465, 0.11745], [-0.64961, 1.73809, -1.54403], [-0.44477, 0.72466, -2.52972], [-1.45133, 0.54442, -3.22987], [-1.17709, -2.79461, 0.65793], [-2.02956, -2.24828, 1.11568], [-0.09684, 0.53085, 0.79385], [0.02583, 1.76019, -0.09666], [1.00648, -0.01867, -2.48297]],
  "atomic_forces_ev_per_a": [[0.0757, -0.3411, 0.0230], [-0.8443, -0.0326, 0.7325], [0.3428, -0.9642, -0.7302], [1.2513, -0.0442, -0.8738], [-0.6422, 0.4008, 0.0138], [-1.1947, 2.5960, 1.4145], [-1.3284, -1.4677, -1.9226], [-2.4502, 1.5958, 1.4302], [1.1089, -1.1594, -0.5960], [-0.1059, 0.4620, -0.3450], [1.6035, 0.6626, 1.2831], [2.1837, -1.7081, -0.4295]]
}